48
Properties=species:S:1:pos:R:3:lowdin_charge:R:1 method="wB97M-V/def2-TZVPD" homo_lumo_gap_ev=8.3518 max_force_ev_per_a=3.42 total_charge=0 spin_multiplicity=1 homo_energy_ev=-9.10
O 1.10 2.74 1.30 -0.029
H 1.21 3.58 1.74 0.075
H 0.18 2.53 1.48 0.000
O 2.74 -1.43 -2.13 -0.050
H 2.48 -0.95 -1.39 -0.064
H 3.52 -1.93 -1.78 0.076
O 0.91 0.24 -4.15 -0.058
H 0.82 -0.72 -4.04 0.050
H 0.64 0.61 -3.33 -0.065
O -2.57 -2.30 -1.18 -0.065
H -2.34 -1.46 -1.55 -0.059
H -2.08 -2.27 -0.35 -0.028
O 2.61 2.57 -0.95 -0.047
H 2.45 3.45 -1.33 0.065
H 2.14 2.50 -0.12 -0.020
O -0.29 0.01 0.17 -0.049
H -0.07 -0.93 0.03 0.023
H -0.01 0.49 -0.66 0.019
O -1.78 2.30 1.34 -0.055
H -1.77 2.48 0.38 0.087
H -2.56 2.81 1.60 0.096
O -1.55 -0.17 2.86 -0.037
H -1.57 0.67 2.39 0.007
H -2.30 -0.16 3.46 0.071
O 1.25 0.16 2.83 -0.044
H 0.42 0.23 2.35 -0.021
H 1.21 0.83 3.52 0.063
O 2.61 -0.44 0.26 -0.018
H 3.34 -0.71 0.79 0.063
H 1.93 0.03 0.74 0.006
O -2.19 0.12 -2.22 -0.029
H -1.67 0.90 -1.94 0.043
H -2.65 0.44 -2.97 0.075
O 0.49 -2.63 -0.68 -0.005
H 1.33 -2.41 -0.98 -0.026
H 0.46 -3.57 -0.69 0.067
O -1.48 -2.59 1.35 -0.058
H -1.47 -1.80 1.92 0.017
H -0.59 -2.80 1.06 -0.013
O 0.14 1.58 -1.97 -0.084
H 1.07 1.86 -1.74 0.061
H -0.15 2.33 -2.49 0.100
O 1.35 -2.70 2.06 -0.026
H 1.31 -1.83 2.38 -0.038
H 0.79 -3.17 2.68 0.052
O -3.49 0.37 0.11 -0.016
H -3.10 0.24 -0.70 -0.070
H -2.84 0.92 0.54 -0.037

48
Properties=species:S:1:pos:R:3:lowdin_charge:R:1 method="wB97M-V/def2-TZVPD" homo_lumo_gap_ev=9.5782 max_force_ev_per_a=4.24 total_charge=0 spin_multiplicity=1 homo_energy_ev=-9.76
O 5.06 -9.18 3.30 -0.054
H 4.29 -9.53 3.71 0.026
H 5.75 -9.80 3.57 -0.032
O 10.53 -13.53 7.57 -0.064
H 10.34 -14.18 8.33 0.091
H 9.70 -13.26 7.23 -0.058
O 10.08 -9.21 2.81 -0.039
H 9.39 -9.32 2.16 0.034
H 9.95 -10.05 3.28 -0.001
O 10.44 -14.42 2.31 -0.047
H 10.60 -14.71 1.40 0.084
H 9.58 -13.98 2.30 0.031
O 5.61 -11.20 5.64 -0.037
H 5.87 -11.57 4.81 -0.046
H 6.25 -11.43 6.30 -0.012
O 10.07 -8.05 5.54 -0.028
H 9.33 -8.20 4.92 0.024
H 10.81 -7.97 4.94 0.056
O 6.08 -11.95 3.07 -0.065
H 6.91 -12.46 2.95 0.053
H 5.26 -12.47 3.09 0.083
O 10.30 -10.55 6.28 -0.073
H 10.33 -9.63 5.85 0.039
H 10.67 -10.31 7.12 0.064
O 10.83 -11.74 1.22 -0.063
H 10.87 -12.09 2.11 -0.008
H 10.54 -10.81 1.18 0.028
O 7.71 -9.17 4.34 -0.046
H 7.20 -9.01 5.12 0.056
H 7.57 -8.40 3.77 0.095
O 11.64 -12.01 4.36 -0.095
H 11.35 -12.94 4.62 0.011
H 11.17 -11.43 4.98 -0.025
O 8.22 -12.69 6.20 -0.014
H 7.97 -12.33 6.99 -0.002
H 7.87 -13.60 6.09 0.113
O 8.29 -12.98 0.46 -0.073
H 7.65 -12.57 -0.13 0.035
H 8.66 -12.27 1.04 0.020
O 7.89 -9.97 7.42 -0.045
H 8.08 -9.06 7.66 0.050
H 8.71 -10.14 6.94 -0.022
O 8.86 -11.56 3.79 -0.078
H 8.34 -10.77 4.01 -0.005
H 9.06 -12.01 4.64 0.027
O 10.71 -14.48 4.90 -0.063
H 10.23 -14.74 4.09 0.025
H 10.59 -15.21 5.50 0.051

48
Properties=species:S:1:pos:R:3:lowdin_charge:R:1 method="wB97M-V/def2-TZVPD" homo_lumo_gap_ev=9.2883 max_force_ev_per_a=3.28 total_charge=0 spin_multiplicity=1 homo_energy_ev=-9.67
O -3.56 -6.89 11.26 -0.040
H -4.48 -7.15 11.39 0.083
H -3.48 -6.67 10.35 -0.032
O -1.70 -7.41 13.42 -0.044
H -2.42 -7.60 12.84 -0.022
H -0.92 -7.67 12.93 -0.029
O 2.03 -4.08 11.42 -0.045
H 2.79 -3.57 11.34 0.011
H 1.69 -4.25 10.52 -0.004
O -0.38 -5.63 7.54 -0.047
H -0.52 -6.27 8.23 -0.022
H 0.33 -6.04 6.96 0.115
O 2.01 -6.69 9.68 -0.043
H 2.38 -7.51 10.02 0.038
H 1.54 -6.35 10.47 0.018
O 1.27 -4.00 8.72 -0.083
H 0.60 -4.49 8.19 -0.020
H 1.30 -3.15 8.23 0.072
O -3.02 -6.42 8.66 -0.009
H -3.74 -6.85 8.23 0.080
H -2.31 -7.02 8.59 -0.005
O -2.61 -9.71 10.82 -0.065
H -2.09 -8.89 10.56 0.018
H -3.02 -9.96 10.01 0.006
O -0.63 -3.35 12.42 -0.059
H -0.70 -3.87 11.63 -0.047
H 0.30 -3.26 12.68 0.030
O -0.77 -8.01 9.07 -0.052
H -0.24 -7.79 9.82 -0.005
H -0.04 -8.39 8.55 0.101
O -1.51 -2.53 9.58 -0.053
H -1.85 -1.64 9.72 0.065
H -1.45 -2.68 8.62 0.042
O -3.75 -3.79 10.57 -0.044
H -3.49 -4.37 11.30 -0.016
H -2.93 -3.38 10.42 -0.057
O -0.77 -5.54 10.57 -0.002
H -1.28 -6.17 11.05 0.020
H -1.44 -5.22 9.96 0.032
O -2.97 -3.88 7.42 -0.072
H -2.45 -3.74 6.56 0.085
H -3.04 -4.83 7.50 -0.029
O 0.17 -8.64 11.90 -0.011
H 0.92 -8.23 12.30 0.055
H 0.23 -9.57 12.12 0.080
O -3.61 -4.60 13.33 -0.028
H -2.68 -4.67 13.22 -0.005
H -3.64 -3.88 13.94 0.039

48
Properties=species:S:1:pos:R:3:lowdin_charge:R:1 method="wB97M-V/def2-TZVPD" homo_lumo_gap_ev=9.1167 max_force_ev_per_a=2.65 total_charge=0 spin_multiplicity=1 homo_energy_ev=-9.79
O -1.56 -0.38 -3.07 -0.063
H -1.51 0.20 -2.30 -0.026
H -1.61 -1.26 -2.70 -0.033
O 3.46 1.59 -1.04 -0.085
H 3.03 0.91 -0.48 -0.021
H 4.03 1.04 -1.61 0.040
O 0.67 2.69 -0.58 -0.032
H 0.51 3.14 -1.38 0.054
H 0.38 1.82 -0.85 -0.011
O 0.16 0.17 -0.63 -0.078
H 0.57 0.34 0.25 0.041
H -0.78 0.00 -0.38 0.035
O 2.08 -2.94 0.35 -0.010
H 1.88 -2.22 -0.20 -0.012
H 3.03 -2.92 0.46 0.063
O -1.49 -2.68 -1.67 -0.055
H -1.26 -2.71 -0.73 0.006
H -2.02 -3.44 -1.91 0.065
O -1.88 2.11 -1.95 -0.026
H -1.66 2.27 -2.83 0.032
H -2.76 1.70 -2.11 0.079
O 1.93 -1.22 -1.96 -0.042
H 1.61 -2.06 -2.24 0.030
H 1.22 -0.72 -1.54 -0.024
O -0.90 -3.00 1.04 -0.018
H -1.78 -2.98 1.38 0.040
H -0.45 -2.30 1.51 -0.005
O -2.28 -0.13 0.52 0.006
H -2.27 -0.53 1.38 0.070
H -2.58 0.75 0.50 0.073
O -4.09 -1.86 -0.37 -0.057
H -5.00 -1.55 -0.38 0.037
H -3.56 -1.10 -0.15 -0.038
O -1.30 3.50 0.93 -0.081
H -0.74 4.24 1.11 0.015
H -0.66 2.99 0.38 -0.027
O 2.18 3.18 1.99 -0.029
H 1.63 2.41 1.90 -0.038
H 1.62 3.94 1.98 0.005
O 0.98 -1.40 2.26 -0.063
H 1.47 -2.08 1.77 0.018
H 0.93 -1.68 3.18 0.108
O 2.97 -0.19 1.04 -0.023
H 3.55 -0.92 1.06 0.033
H 2.24 -0.45 1.62 -0.005
O 0.33 1.25 1.92 -0.059
H -0.15 0.48 2.25 0.041
H -0.18 1.99 2.28 0.070

48
Properties=species:S:1:pos:R:3:lowdin_charge:R:1 method="wB97M-V/def2-TZVPD" homo_lumo_gap_ev=9.5900 max_force_ev_per_a=18.38 total_charge=0 spin_multiplicity=1 homo_energy_ev=-10.58
O 0.32 -0.33 0.63 -0.075
H 0.91 -0.78 -0.13 0.099
H -0.29 -0.98 0.74 -0.095
O 3.23 3.52 -2.48 0.007
H 3.08 2.66 -2.55 -0.035
H 4.15 3.83 -2.35 0.105
O 3.03 2.72 1.18 -0.068
H 2.34 2.53 0.47 0.070
H 3.22 1.90 1.61 -0.006
O 1.11 5.37 -2.90 -0.161
H 1.68 4.55 -3.01 0.002
H 1.24 4.97 -1.88 0.125
O -4.83 -1.03 3.86 0.109
H -3.89 -1.03 3.90 0.044
H -5.01 -0.65 3.20 -0.191
O 3.82 -2.68 1.25 -0.122
H 4.12 -3.13 0.46 0.004
H 2.90 -3.27 1.34 0.113
O -0.06 -2.78 2.29 -0.048
H 0.08 -1.94 2.67 0.002
H 0.03 -3.54 2.92 0.089
O -2.34 -1.62 -0.39 -0.162
H -1.75 -1.84 -1.21 0.035
H -3.16 -2.26 -0.61 0.122
O -0.62 -5.98 0.75 -0.082
H -0.74 -5.01 0.78 0.009
H 0.32 -5.78 0.45 0.065
O 0.85 -2.55 -0.58 -0.101
H 0.39 -2.92 0.21 0.025
H 0.97 -3.16 -1.36 0.092
O 1.39 -0.03 3.36 -0.040
H 1.95 -0.24 2.49 0.106
H 1.11 0.79 3.27 -0.066
O -3.81 0.40 1.30 -0.040
H -3.35 -0.34 1.02 -0.057
H -4.77 0.09 1.41 0.082
O -1.97 -1.42 -2.97 -0.056
H -2.51 -0.75 -3.29 0.019
H -1.08 -1.63 -3.45 0.116
O -1.80 4.57 -3.22 -0.087
H -1.86 3.67 -3.56 0.040
H -1.15 4.94 -2.61 0.006
O 1.40 0.12 -5.63 -0.121
H 1.69 -0.60 -4.92 0.091
H 2.31 0.47 -5.77 0.030
O -0.56 3.79 4.71 -0.126
H -1.41 3.37 4.92 0.018
H -0.69 4.02 3.68 0.110

65
Properties=species:S:1:pos:R:3:lowdin_charge:R:1 method="wB97M-V/def2-TZVPD" homo_lumo_gap_ev=2.6976 max_force_ev_per_a=6.23 total_charge=-2 spin_multiplicity=1 homo_energy_ev=-1.52
Zn 9.64 15.74 19.17 1.094
Zn 5.29 17.88 18.81 0.566
S 7.24 20.28 20.16 0.230
O 8.12 19.44 21.00 -0.316
O 8.04 20.69 18.96 -0.362
O 6.15 19.48 19.64 -0.397
O 6.65 21.33 20.96 -0.327
S 7.87 17.46 17.05 0.265
O 8.71 18.56 17.41 -0.303
O 8.44 16.38 17.85 -0.444
O 6.46 17.67 17.37 -0.317
O 8.09 17.05 15.68 -0.319
S 7.06 15.98 20.98 0.228
O 6.23 15.01 21.68 -0.308
O 6.20 16.74 20.09 -0.311
O 7.62 16.93 21.87 -0.293
O 8.18 15.34 20.34 -0.416
O 2.80 20.79 21.42 -0.048
H 3.25 21.14 20.66 0.002
H 1.93 20.55 21.10 -0.010
O 4.09 16.28 18.39 -0.032
H 4.32 15.67 17.68 0.054
H 3.98 15.71 19.16 0.032
O 3.77 15.03 20.85 -0.041
H 3.66 14.09 20.75 0.050
H 4.60 15.13 21.30 -0.022
O 5.54 18.30 22.41 -0.063
H 6.19 17.65 22.13 -0.054
H 5.84 19.12 22.01 0.011
O 0.82 19.41 20.19 -0.041
H 1.25 18.71 19.70 -0.006
H 0.06 18.99 20.59 0.041
O 6.53 14.12 18.21 -0.035
H 7.02 14.93 18.35 -0.005
H 6.88 13.51 18.86 0.059
O 1.61 17.33 18.48 -0.055
H 1.05 16.89 17.84 0.066
H 2.50 17.08 18.24 0.004
O 3.80 18.39 20.30 -0.027
H 3.35 19.20 20.56 0.013
H 4.03 17.97 21.13 0.047
O 4.31 21.41 19.06 -0.066
H 4.79 21.44 18.23 0.002
H 4.88 20.91 19.64 -0.015
O 4.80 19.12 14.74 -0.020
H 4.55 19.23 13.82 0.078
H 5.61 19.62 14.83 0.061
O 4.27 19.01 17.39 -0.026
H 4.47 19.03 16.46 0.011
H 3.52 19.59 17.49 0.078
O 6.17 21.25 16.74 -0.031
H 6.39 21.21 15.81 0.024
H 6.80 20.67 17.17 0.015
O 6.84 14.13 15.17 -0.067
H 6.40 14.96 14.98 -0.021
H 7.11 14.21 16.09 0.000
O 4.30 13.96 16.37 -0.063
H 4.94 13.93 17.07 -0.020
H 4.75 13.59 15.61 0.020
O 5.69 16.63 14.67 -0.075
H 5.14 17.39 14.48 -0.009
H 6.54 17.00 14.92 -0.031
O 0.21 15.77 20.33 -0.061
H 1.02 16.12 19.97 -0.006
H -0.31 16.55 20.55 0.011

49
Properties=species:S:1:pos:R:3:lowdin_charge:R:1 method="wB97M-V/def2-TZVPD" homo_lumo_gap_ev=10.7659 max_force_ev_per_a=2.94 total_charge=+1 spin_multiplicity=1 homo_energy_ev=-13.26
O 0.26 2.44 2.38 -0.068
H 1.07 2.26 2.88 0.048
H -0.43 2.65 3.02 0.028
O 1.29 -2.75 -0.56 -0.046
H -1.58 2.72 -3.16 0.041
H -0.88 -1.38 -1.25 0.133
O -2.16 2.22 -3.81 -0.065
H -2.21 3.03 -4.35 0.061
H 1.87 2.28 1.10 -0.009
O 2.38 1.18 -2.93 -0.062
H 3.35 1.05 -2.98 0.022
H -2.30 0.32 -1.67 0.035
O -2.22 1.01 0.04 -0.025
H 1.64 -3.45 -1.13 0.077
H -2.55 0.49 0.77 0.073
O -0.18 1.88 -1.52 -0.034
H 0.19 2.33 -0.75 0.072
H 1.18 -0.06 -2.26 0.043
O 3.37 -4.51 0.74 -0.063
H 3.69 -4.49 1.65 0.041
H 2.87 -3.69 0.69 -0.004
O -2.80 1.72 3.72 -0.062
H 2.10 1.33 -3.84 0.062
H -3.12 2.62 3.87 0.057
O 2.66 2.83 1.14 -0.054
H -1.46 1.56 0.21 0.030
O 0.49 -0.64 -1.87 -0.099
H -0.45 -2.49 -0.30 0.116
H -0.24 -0.03 -1.66 0.012
O -1.25 -1.86 -0.34 0.130
H -1.91 -2.49 -0.72 0.132
H 4.70 1.25 -1.16 0.064
O -1.31 -3.97 -2.22 -0.022
H -1.11 2.13 -1.56 0.029
H 5.73 0.52 -2.11 0.064
O -2.08 -0.47 -2.22 -0.066
H -1.83 -0.29 -3.13 0.077
H -1.55 -4.00 -3.15 0.065
O 4.80 0.70 -1.95 -0.040
H -0.69 -4.61 -1.88 0.054
H 2.32 3.72 1.22 0.044
O -2.75 -0.76 4.60 -0.042
H -3.11 -1.52 4.13 0.070
H -2.82 -1.01 5.53 0.074
O -0.11 0.46 4.27 -0.075
H -0.99 0.86 4.30 -0.017
H 1.49 -1.89 -0.98 0.053
H -3.10 1.15 4.44 0.017
H -0.27 -0.37 4.74 0.031

49
Properties=species:S:1:pos:R:3:lowdin_charge:R:1 method="wB97M-V/def2-TZVPD" homo_lumo_gap_ev=10.4145 max_force_ev_per_a=3.41 total_charge=+1 spin_multiplicity=1 homo_energy_ev=-13.73
O -2.64 1.51 0.24 -0.010
H -1.87 1.77 -0.25 0.001
H 3.74 0.39 -2.72 -0.004
O -2.26 -1.25 -0.20 -0.015
H -1.22 -3.82 0.53 0.068
H 2.59 3.36 0.29 0.098
O 1.68 -0.72 3.87 -0.025
H 1.24 -1.54 3.67 -0.002
H 2.03 -0.49 -2.48 0.002
O -1.37 -3.15 1.20 -0.007
H -1.47 -2.06 0.35 0.165
H 0.46 2.18 2.20 0.031
O -4.30 2.67 2.62 0.001
H -2.85 -0.70 0.43 0.144
H -4.04 2.12 3.31 0.016
O -0.52 4.64 -2.07 -0.031
H 0.14 5.08 -1.56 0.011
H 2.08 -1.39 -3.70 0.081
O 0.20 -4.90 -0.93 -0.011
H 0.27 -1.95 -1.34 0.099
H 0.08 -4.90 -1.90 0.085
O 0.06 -1.27 -0.65 -0.028
H 3.02 1.47 -1.94 -0.028
H -1.63 -3.23 2.19 0.149
O 2.61 -1.09 -2.93 -0.035
H -3.11 2.19 0.65 -0.006
O 1.82 3.70 -0.29 -0.071
H 0.03 1.89 -2.43 0.057
H 2.34 4.13 -0.98 0.064
O 0.17 1.78 -1.49 -0.034
H 0.50 2.59 -1.17 -0.048
H -2.04 -1.64 -4.38 0.082
O -0.21 -3.51 3.64 -0.073
H 4.31 1.54 0.50 0.016
H -3.27 -1.59 -3.37 0.005
O 0.22 1.28 2.08 -0.052
H 1.16 0.92 1.92 0.061
H -0.92 -3.10 4.21 0.088
O -2.47 -2.03 -3.55 -0.073
H -0.17 -4.45 3.97 0.089
H -0.77 3.86 -1.53 0.020
O 3.86 1.14 -2.16 -0.018
H -4.96 2.30 2.07 0.025
H 1.24 0.04 3.51 -0.023
O 3.76 1.10 1.11 0.014
H 0.82 -1.44 -0.12 0.082
H -1.43 -0.68 -0.55 0.121
H 0.22 -3.99 -0.74 -0.039
H 2.87 1.24 0.90 -0.043